Formula: C20H60O10
Source: OMol25
Level of theory: ωB97M-V/def2-TZVPD

Last column: Mulliken charge in e.
Cartesian coordinates (Å):
C: 2.949187 -0.561057 2.154776  -1.252
C: 3.514905 -1.904414 1.724307  0.963
C: 4.897710 -2.094023 2.346427  -1.606
O: 2.677201 -3.036790 2.074423  -0.595
H: 2.787836 -0.468827 3.252651  0.377
H: 2.009002 -0.380162 1.573953  0.032
H: 3.618097 0.226888 1.882709  0.452
H: 3.530681 -1.831513 0.622419  0.184
H: 4.806531 -2.263069 3.416487  0.364
H: 5.566722 -1.263872 2.153458  0.363
H: 5.369184 -3.023920 1.960457  0.351
H: 2.497617 -2.859615 3.030828  0.386
C: 0.710286 -3.828168 -1.381854  -1.149
C: 2.025602 -3.410136 -1.978077  0.476
C: 1.918016 -2.079440 -2.702885  -0.939
O: 3.057238 -3.258054 -1.023095  -0.503
H: -0.078012 -3.883966 -2.143713  0.402
H: 0.342682 -3.185020 -0.585564  0.230
H: 0.820426 -4.761109 -0.824373  0.475
H: 2.343876 -4.171286 -2.741117  0.131
H: 1.799986 -1.329900 -1.940453  -0.193
H: 1.085361 -2.043288 -3.389887  0.414
H: 2.842989 -1.756448 -3.212995  0.412
H: 3.087697 -4.002483 -0.411393  0.311
C: 1.556546 4.183688 3.836917  -1.543
C: 1.602135 4.085014 2.293465  0.467
C: 1.391985 2.669032 1.842393  -0.249
O: 0.575063 4.914783 1.728529  -0.626
H: 0.687988 3.646612 4.290192  0.306
H: 1.585117 5.220197 4.128258  0.406
H: 2.371592 3.630640 4.365261  0.348
H: 2.584280 4.542449 2.061702  0.175
H: 1.542619 2.526999 0.792416  -0.153
H: 0.344882 2.435160 2.102210  0.195
H: 2.064539 1.958782 2.346909  0.289
H: 0.456697 4.697159 0.784772  0.532
C: -2.092505 -0.349645 4.128864  -1.258
C: -2.512705 -1.157603 2.949298  0.676
O: -3.461703 -2.157648 3.306527  -0.590
H: -1.517800 -0.905456 4.852729  0.330
H: -2.961142 0.050606 4.607655  0.387
H: -1.509207 0.510233 3.769715  0.215
H: -1.608392 -1.553640 2.516074  -0.050
H: -2.905166 -0.447790 2.131447  -0.011
H: -3.801514 -2.588523 2.507992  0.297
C: -3.518174 -3.764771 -0.674068  -0.492
C: -4.719167 -4.403717 0.028349  -0.518
O: -5.226348 -3.390021 0.934958  -0.537
H: -2.880667 -3.210246 0.056394  -0.011
H: -3.911337 -3.163708 -1.470466  0.241
H: -2.947466 -4.590948 -1.102872  0.351
H: -4.532413 -5.304169 0.583202  0.357
H: -5.520658 -4.627484 -0.655502  0.336
H: -5.913473 -3.805442 1.450350  0.276
C: -2.181847 3.551400 -0.551327  -1.915
C: -0.809915 2.992560 -0.911465  1.310
O: 0.162699 4.030319 -0.819767  -0.712
H: -2.558194 4.247468 -1.274254  0.425
H: -2.202419 3.951604 0.448927  0.415
H: -2.894241 2.758933 -0.429568  0.400
H: -0.872732 2.660413 -1.995028  0.115
H: -0.495300 2.178812 -0.232404  -0.384
H: 0.873607 3.786288 -1.422249  0.317
C: 3.035221 1.629084 -1.784571  -0.357
C: 3.346334 3.095354 -1.745305  -0.388
O: 2.423607 3.824979 -2.564474  -0.623
H: 3.847955 1.052739 -1.281570  0.307
H: 2.972083 1.278264 -2.825122  0.402
H: 2.056883 1.337384 -1.365461  -0.328
H: 4.346102 3.228848 -2.186949  0.452
H: 3.335616 3.388315 -0.714023  0.212
H: 2.688474 4.764168 -2.502193  0.298
C: -4.593879 0.468545 -3.065142  -0.831
O: -3.411884 0.836619 -2.330888  -0.351
H: -5.326611 0.186401 -2.311857  0.306
H: -4.890253 1.241744 -3.798070  0.287
H: -4.346049 -0.451421 -3.576838  0.291
H: -3.464406 1.694223 -1.893098  0.110
C: -0.369161 -0.506435 0.358192  -0.951
O: -1.766312 -0.245697 0.106719  -0.459
H: -0.193722 -1.584048 0.533963  0.599
H: 0.312909 -0.187590 -0.414947  0.365
H: -0.124881 0.034830 1.255117  0.291
H: -2.015103 -0.795772 -0.634205  0.086
C: -0.882955 0.606979 -4.349282  -0.735
O: -1.317637 -0.272482 -3.354746  -0.337
H: -1.348948 1.563633 -4.342600  0.346
H: 0.194062 0.761136 -4.249580  0.176
H: -1.007842 0.185748 -5.345791  0.302
H: -1.925685 0.225777 -2.781300  0.326

Cartesian forces, eV/Å:
-1.6 -0.4 0.1
0.4 0.4 -0.1
0.1 -1.3 -0.7
0.1 1.3 1.0
-0.1 -0.2 -0.6
0.6 -0.1 0.8
0.6 0.5 -0.2
0.3 -0.6 0.5
-0.1 0.3 0.3
0.1 0.2 0.0
-0.2 0.6 0.1
0.0 -0.6 -1.0
-0.5 -0.3 0.7
0.5 -0.2 -1.4
0.8 0.3 0.1
0.2 0.1 0.2
0.2 -0.3 0.2
0.2 0.6 -0.2
-0.1 -0.4 -0.5
-0.3 0.3 0.6
-0.5 0.5 0.4
-0.2 0.0 -0.2
-0.3 -0.6 0.0
-0.2 0.0 -0.1
-0.4 -1.4 0.4
0.0 0.9 0.8
0.1 -0.6 0.8
0.3 0.0 0.7
0.0 0.8 -0.6
-0.1 0.3 0.3
0.0 0.6 -0.9
-0.2 -0.5 -0.5
0.0 0.0 -0.8
0.4 -0.2 -0.2
-0.3 0.3 0.0
0.2 -0.1 0.2
0.0 0.6 -0.1
-0.8 1.0 -1.6
0.3 0.1 0.0
0.2 -0.3 0.2
-0.6 0.3 0.5
0.0 -0.2 0.2
0.3 -0.7 -0.3
0.2 -1.1 1.3
0.0 0.2 0.1
-0.1 -1.3 0.9
-0.2 1.6 0.5
0.4 -0.2 -0.2
-0.6 -0.3 -0.7
0.2 0.7 -0.3
0.3 0.3 -0.2
0.6 -0.5 0.3
-0.2 -0.2 -0.7
-0.4 0.0 0.3
0.5 -0.7 0.6
-0.5 0.0 -0.9
-0.3 0.0 -0.2
0.0 0.5 -0.3
0.3 0.7 0.3
-0.4 -0.8 -0.3
0.3 -0.1 1.2
-0.5 0.1 -0.5
0.4 0.3 -0.3
-0.2 -1.2 -0.5
0.6 -0.6 -1.0
0.1 0.6 0.6
-0.7 0.4 -0.3
0.3 0.1 0.2
0.4 0.4 0.2
-0.1 0.1 0.4
0.0 0.7 0.6
-0.3 -0.6 -0.2
0.6 0.2 0.6
0.0 0.2 -0.1
-0.6 0.4 -0.3
-0.1 -0.4 0.5
0.2 -0.1 -0.3
-0.4 -0.2 -0.1
-0.9 -0.7 0.4
1.2 0.1 -0.1
-0.1 0.5 0.1
0.0 0.3 -0.6
0.1 0.2 0.4
-0.2 -0.1 -0.4
1.3 -0.7 -0.5
-0.1 -0.2 0.3
-0.6 0.9 0.2
0.2 0.2 0.1
-0.3 -0.2 -0.1
-0.1 -0.2 -0.2

The SMILES is CC(C)O.CC(C)O.CC(C)O.CCO.CCO.CCO.CCO.CO.CO.CO. The gap between HOMO and LUMO comes out at 10.04 eV. The value obtained for the LUMO energy is 0.5840 eV.